1.
C23H16BrN5O2Zr as an isolated structure in a non-equilibrium geometry, computed with the ωB97M-V functional and the def2-TZVPD basis.

Computed properties:
- Max |F|: 3.71 eV/Å
- ΔE to the lowest compared entry with this formula, charge and spin: 40.4 kJ/mol
- Total charge: +2
- Gap between HOMO and LUMO: 6.3 eV

CARTESIAN COORDINATES (ANGSTROEM)
1 Zr -0.424 0.318 -0.514
2 C 3.849 -0.105 2.061
3 C 3.665 -0.720 0.829
4 C 2.411 -1.139 0.437
5 C 1.330 -0.939 1.275
6 C 1.557 -0.330 2.497
7 C 2.795 0.116 2.896
8 N -0.009 -1.101 0.807
9 C -0.821 -2.273 1.155
10 C -0.389 -3.313 1.948
11 C -1.325 -4.361 2.095
12 C -2.580 -4.360 1.444
13 C -2.985 -3.349 0.623
14 C -2.089 -2.325 0.448
15 N -2.190 -1.203 -0.500
16 N -3.189 -1.033 -1.237
17 C -2.994 -0.092 -2.260
18 C -3.913 -0.015 -3.233
19 C -3.586 0.758 -4.371
20 C -2.374 1.438 -4.415
21 C -1.559 1.347 -3.299
22 N -1.817 0.588 -2.253
23 H 4.881 0.215 2.338
24 H 4.505 -0.859 0.108
25 H 2.281 -1.651 -0.546
26 H 0.697 -0.213 3.119
27 H 3.072 0.616 3.826
28 H 0.572 -3.248 2.486
29 H -1.142 -5.238 2.740
30 H -3.230 -5.219 1.508
31 H -3.975 -3.370 0.143
32 H -4.923 -0.540 -3.229
33 H -4.191 0.778 -5.274
34 H -2.156 2.092 -5.255
35 H -0.563 1.770 -3.335
36 Br -1.487 2.218 1.749
37 C 0.231 2.846 1.254
38 C 1.031 3.818 1.874
39 C 2.191 4.061 1.192
40 C 2.646 3.371 0.027
41 C 1.871 2.358 -0.340
42 N 0.634 2.198 0.191
43 C 2.139 1.410 -1.473
44 O 3.219 1.322 -1.983
45 O 1.099 0.654 -1.775
46 H 0.785 4.302 2.888
47 H 2.808 4.862 1.546
48 H 3.644 3.541 -0.210

Cartesian forces (eV/Å) of the 2 atoms listed first:
0.640 0.312 0.099
2.221 0.094 -1.077

Here are the Mulliken charges for atoms 1 to 6, given in e: 1.740 -0.345 -0.678 0.036 -0.361 -0.094

2.
C23H17HfN2O5S6 as an isolated structure in a non-equilibrium geometry, computed with the ωB97M-V functional and the def2-TZVPD basis.

Computed properties:
- Max |F|: 6.47 eV/Å
- ΔE to the lowest compared entry with this formula, charge and spin: 95.5 kJ/mol
- Total charge: -1
- Gap between HOMO and LUMO: 5.1 eV

CARTESIAN COORDINATES (ANGSTROEM)
1 Hf -0.589 -0.295 -1.315
2 O -0.707 6.342 -3.493
3 C -0.719 5.143 -3.231
4 S -2.222 4.184 -2.990
5 C -1.451 2.669 -2.767
6 C -0.020 2.522 -3.046
7 S 0.805 1.079 -3.027
8 S 0.703 4.120 -3.144
9 S -2.465 1.331 -2.424
10 O -1.849 -1.603 -0.680
11 C -2.232 -2.916 -0.546
12 O -3.081 -3.256 0.217
13 C -1.489 -3.939 -1.372
14 C -1.237 -5.236 -0.848
15 C -0.449 -6.145 -1.599
16 C 0.184 -5.782 -2.752
17 C 0.109 -4.461 -3.121
18 C -0.811 -3.515 -2.573
19 S -1.023 -2.064 -3.466
20 H -1.695 -5.469 0.084
21 H -0.384 -7.183 -1.185
22 H 0.929 -6.415 -3.260
23 H 0.756 -4.158 -3.932
24 O 0.994 -1.840 -1.134
25 C 1.148 -1.459 0.035
26 O 0.967 -0.189 0.264
27 C 1.264 -2.398 1.116
28 C 0.934 -2.023 2.456
29 C 1.372 -2.793 3.515
30 C 1.984 -4.017 3.290
31 C 2.140 -4.497 1.998
32 C 1.856 -3.660 0.936
33 H 0.407 -1.114 2.708
34 H 1.113 -2.525 4.559
35 H 2.425 -4.577 4.118
36 H 2.441 -5.478 1.830
37 H 2.134 -3.996 -0.101
38 C 1.916 4.009 2.859
39 C 0.730 4.040 1.948
40 C 0.102 5.170 1.543
41 C -1.072 5.058 0.809
42 N -1.634 3.884 0.484
43 C -1.081 2.781 0.932
44 S -1.799 1.265 0.733
45 N 0.171 2.887 1.531
46 C -1.694 6.355 0.363
47 H 2.605 3.156 2.579
48 H 1.603 3.870 3.888
49 H 2.395 4.983 2.794
50 H 0.496 6.119 1.722
51 H 0.538 1.979 1.869
52 H -1.503 6.486 -0.755
53 H -1.246 7.147 0.971
54 H -2.768 6.423 0.608

Cartesian forces (eV/Å) of the 2 atoms listed first:
-0.662 1.209 -2.435
0.114 -1.059 0.598

Here are the Mulliken charges for atoms 1 to 6, given in e: 0.778 -0.676 0.605 -0.156 0.017 0.310

3.
C23H18AuGeN2O2S2 as an isolated structure in a non-equilibrium geometry, computed with the ωB97M-V functional and the def2-TZVPD basis.

Computed properties:
- 2S+1: 2
- Max |F|: 1.36 eV/Å
- ΔE to the lowest compared entry with this formula, charge and spin: 103.3 kJ/mol
- Gap between HOMO and LUMO (alpha / beta): 6.1 / 5.7 eV

CARTESIAN COORDINATES (ANGSTROEM)
1 Au -0.124 0.075 0.083
2 S -0.137 -0.264 -2.308
3 C 0.637 -1.803 -2.309
4 C 1.029 -2.317 -3.592
5 N 1.338 -2.708 -4.627
6 C 0.934 -2.535 -1.170
7 S 0.428 -2.103 0.437
8 C 1.714 -3.736 -1.233
9 N 2.322 -4.710 -1.284
10 C -1.324 -0.086 3.485
11 Ge 0.267 0.484 2.488
12 C 0.582 2.388 2.779
13 C 0.737 3.309 1.747
14 C 0.970 4.650 2.023
15 C 1.049 5.081 3.339
16 C 0.900 4.172 4.377
17 C 0.667 2.833 4.097
18 C 1.772 -0.603 3.088
19 C 1.551 -1.576 4.027
20 C 2.590 -2.429 4.467
21 C 3.842 -2.299 3.949
22 C 4.120 -1.312 2.968
23 C 5.413 -1.178 2.409
24 C 5.670 -0.236 1.455
25 C 4.638 0.621 1.018
26 C 3.383 0.515 1.545
27 C 3.081 -0.454 2.535
28 H -1.152 0.033 4.555
29 H -1.562 -1.131 3.284
30 H -2.182 0.530 3.214
31 H 0.675 2.986 0.714
32 H 1.089 5.355 1.211
33 H 1.228 6.127 3.556
34 H 0.969 4.505 5.404
35 H 0.565 2.134 4.920
36 H 0.564 -1.715 4.450
37 H 2.381 -3.185 5.213
38 H 4.645 -2.951 4.271
39 H 6.197 -1.843 2.749
40 H 6.660 -0.144 1.030
41 H 4.844 1.367 0.262
42 H 2.607 1.188 1.202
43 C -3.473 -0.163 0.149
44 O -3.681 1.244 0.520
45 C -2.735 2.084 0.261
46 O -1.635 1.968 -0.180
47 H -4.461 -0.609 0.177
48 H -2.818 -0.629 0.882
49 H -3.045 -0.218 -0.850

Cartesian forces (eV/Å) of the 2 atoms listed first:
-0.458 0.114 -0.471
-0.053 0.079 0.009

Here are the Mulliken charges for atoms 1 to 6, given in e: 0.854 -0.452 0.693 -0.158 -0.401 0.436

4.
One molecule with the formula C23H18F3N3O6 in a non-equilibrium geometry, computed with the ωB97M-V functional and the def2-TZVPD basis.

Computed properties:
- SMILES: Cc1ccc(C(=O)[C@@H]2[C@@H](c3ccc(-c4ccccc4[N+](=O)[O-])o3)NC(=O)N[C@]2(O)C(F)(F)F)cc1
- Max |F|: 1.41 eV/Å
- Gap between HOMO and LUMO: 7.9 eV

CARTESIAN COORDINATES (ANGSTROEM)
1 C -3.769 -2.920 1.902
2 C -2.484 -2.469 1.287
3 C -1.367 -2.245 2.088
4 C -0.185 -1.779 1.553
5 C -0.086 -1.537 0.182
6 C -1.188 -1.813 -0.630
7 C -2.372 -2.260 -0.083
8 H -3.222 -2.442 -0.726
9 H -1.098 -1.641 -1.692
10 C 1.092 -0.951 -0.474
11 O 1.311 -1.066 -1.657
12 C 1.978 -0.022 0.375
13 H 1.639 0.006 1.413
14 C 1.828 1.396 -0.218
15 N 2.726 2.300 0.447
16 C 3.943 1.969 0.950
17 O 4.711 2.781 1.407
18 N 4.250 0.626 0.933
19 H 5.176 0.413 1.278
20 C 3.447 -0.465 0.452
21 O 3.484 -1.543 1.339
22 H 4.377 -1.908 1.404
23 C 4.075 -0.947 -0.893
24 F 3.641 -2.139 -1.292
25 F 5.406 -1.102 -0.689
26 F 3.947 -0.080 -1.893
27 H 2.538 3.289 0.384
28 C 0.404 1.804 0.012
29 C -0.187 2.549 0.994
30 C -1.579 2.406 0.812
31 C -1.744 1.571 -0.264
32 C -2.907 1.044 -0.954
33 C -2.833 0.845 -2.335
34 C -3.921 0.394 -3.055
35 C -5.129 0.146 -2.418
36 C -5.223 0.315 -1.051
37 C -4.118 0.736 -0.320
38 N -4.263 0.741 1.113
39 O -3.311 0.409 1.786
40 O -5.354 1.028 1.558
41 H -6.140 0.102 -0.522
42 H -5.986 -0.190 -2.981
43 H -3.832 0.244 -4.120
44 H -1.900 1.059 -2.834
45 O -0.531 1.233 -0.764
46 H -2.344 2.864 1.403
47 H 0.304 3.119 1.755
48 H 2.024 1.347 -1.302
49 H 0.670 -1.641 2.197
50 H -1.437 -2.427 3.149
51 H -4.147 -2.145 2.568
52 H -4.519 -3.127 1.143
53 H -3.612 -3.817 2.498

Cartesian forces (eV/Å) of the 2 atoms listed first:
-0.018 0.034 0.053
0.204 -0.046 -0.043

Here are the Mulliken charges for atoms 1 to 6, given in e: -1.756 0.997 -0.996 -0.293 0.129 -0.785

5.
C23H18F5FeN8O4P as an isolated structure in a non-equilibrium geometry, computed with the ωB97M-V functional and the def2-TZVPD basis.

Computed properties:
- Max |F|: 1.07 eV/Å
- ΔE to the lowest compared entry with this formula, charge and spin: 57.2 kJ/mol
- Gap between HOMO and LUMO (alpha / beta): 7.8 / 7.8 eV

CARTESIAN COORDINATES (ANGSTROEM)
1 Fe 0.007 0.373 -0.456
2 C -4.236 -0.186 3.058
3 N -3.428 0.377 1.992
4 C -3.643 1.577 1.365
5 C -2.649 1.719 0.441
6 N -1.841 0.621 0.487
7 C -2.317 -0.167 1.432
8 P -1.480 -1.648 2.040
9 C 0.101 -0.836 2.438
10 N 0.737 -0.005 1.637
11 C 1.871 0.375 2.290
12 C 1.924 -0.247 3.506
13 N 0.794 -1.015 3.594
14 C 0.418 -1.854 4.718
15 C -0.950 -2.323 0.440
16 N -0.285 -1.671 -0.503
17 C -0.049 -2.573 -1.501
18 C -0.575 -3.782 -1.154
19 N -1.145 -3.617 0.076
20 C -1.833 -4.644 0.839
21 H -5.075 0.480 3.242
22 H -4.620 -1.164 2.773
23 H -3.658 -0.280 3.977
24 H -4.468 2.213 1.632
25 H -2.446 2.525 -0.238
26 H 2.566 1.075 1.862
27 H 2.646 -0.205 4.302
28 H 1.237 -1.861 5.433
29 H -0.474 -1.467 5.209
30 H 0.232 -2.875 4.390
31 H 0.472 -2.302 -2.400
32 H -0.599 -4.725 -1.672
33 H -1.892 -5.542 0.230
34 H -1.293 -4.874 1.756
35 H -2.843 -4.324 1.088
36 O 3.647 4.998 -0.854
37 C 4.386 3.931 -1.068
38 O 5.576 3.985 -1.279
39 C 3.707 2.604 -0.989
40 C 4.379 1.413 -1.147
41 N 3.479 0.431 -0.970
42 N 2.252 0.903 -0.735
43 C 2.365 2.221 -0.752
44 C 1.116 3.033 -0.564
45 O 1.189 4.268 -0.625
46 O 0.071 2.351 -0.387
47 H 2.691 4.760 -0.623
48 H 5.418 1.228 -1.355
49 H 3.601 -0.557 -1.116
50 F -2.428 1.467 -2.296
51 C -1.399 1.048 -3.068
52 C -0.280 0.483 -2.481
53 C 0.669 0.079 -3.400
54 F 1.818 -0.538 -2.975
55 C 0.561 0.220 -4.773
56 F 1.533 -0.203 -5.595
57 C -0.578 0.799 -5.296
58 F -0.720 0.948 -6.619
59 C -1.573 1.214 -4.431
60 F -2.689 1.766 -4.928

Cartesian forces (eV/Å) of the 2 atoms listed first:
0.898 -0.071 0.583
0.013 0.006 -0.004

Here are the Mulliken charges for atoms 1 to 6, given in e: 0.888 -0.840 0.185 -0.629 -0.657 0.244